Computed, not measured: a cluster of 3 separate species, C12H24FO8P in total, with the ωB97M-V functional and the def2-TZVPD basis.

```
46
Properties=species:S:1:pos:R:3
C -5.6473 0.3442 -0.3879
C -5.3217 -0.1897 -1.7569
O -5.9345 -1.0241 -2.3384
O -4.2490 0.4650 -2.3508
C -2.9473 -0.0570 -2.2031
O -3.0324 -1.3625 -1.6581
P -1.8765 -2.0982 -0.8362
O -1.4727 -3.3923 -1.3521
O -2.4448 -2.2096 0.6524
O -0.7701 -0.9601 -0.8017
C 0.3199 -1.1029 0.1268
C 1.4260 -0.0871 -0.2496
C 1.9269 0.7371 0.9242
F 0.9441 0.7840 -1.2184
H -4.7872 0.2436 0.2767
H -5.8699 1.4099 -0.4583
H -6.5034 -0.1867 0.0191
H -2.4971 -0.1033 -3.1937
H -2.3707 0.5965 -1.5491
H -2.7594 -1.3703 1.0044
H -0.0322 -0.9164 1.1397
H 0.7192 -2.1162 0.0541
H 2.2621 -0.6229 -0.7029
H 1.1233 0.9362 1.6327
H 2.7333 0.2247 1.4456
H 2.3052 1.6873 0.5449
C 2.9937 -2.3076 3.5958
C 1.5146 -2.1022 3.8011
C 0.8769 -2.9011 4.9099
O 0.8665 -1.3440 3.1150
H 3.3561 -1.6953 2.7738
H 3.5335 -2.0480 4.5078
H 3.1930 -3.3587 3.3808
H 1.3521 -2.6634 5.8632
H 1.0160 -3.9680 4.7271
H -0.1851 -2.6768 4.9642
C 3.2845 2.9624 -3.7886
C 3.0857 3.5297 -2.4040
C 1.7352 4.1377 -2.1143
O 3.9571 3.4882 -1.5674
H 4.2866 2.5508 -3.8777
H 2.5472 2.1799 -3.9769
H 3.1405 3.7430 -4.5378
H 0.9599 3.3811 -2.2481
H 1.5294 4.9630 -2.7979
H 1.7124 4.5001 -1.0892
```

Output
**HOMO-LUMO gap**: 9.9 eV
**Net charge**: 0
**HOMO level**: -9.63 eV

And the Mulliken charges, in e, turn out to be: C -0.855; C 0.798; O -0.502; O -0.403; C -0.094; O -0.224; P 0.635; O -0.711; O -0.487; O -0.047; C -0.665; C 0.591; C -1.111; F -0.356; H 0.201; H 0.310; H 0.297; H 0.258; H 0.303; H 0.310; H 0.396; H 0.339; H 0.188; H 0.319; H 0.162; H 0.327; C -1.044; C 0.862; C -1.222; O -0.489; H 0.186; H 0.356; H 0.342; H 0.351; H 0.347; H 0.307; C -1.146; C 0.928; C -1.071; O -0.565; H 0.305; H 0.297; H 0.359; H 0.218; H 0.424; H 0.277